Entry 1:
141
Properties=species:S:1:pos:R:3:forces:R:3 method="wB97M-V/def2-TZVPD" homo_ev=-8.533 e_lumo_ha=0.00124 orbital_gap_ev=8.6
C 0.492 -0.599 0.841 0.4761 -0.0565 0.3980
C 1.752 0.140 1.330 -1.2886 -0.4293 -1.0086
S 2.508 1.032 -0.062 0.2674 0.2303 0.3761
C 1.056 1.929 -0.689 0.0320 -0.4972 -0.2435
C 0.412 1.186 -1.887 0.7387 0.8085 0.5512
O 0.776 1.917 -3.073 -0.4187 -0.1077 -0.6291
C -0.270 1.954 -3.933 0.6677 0.7746 -1.7063
O -0.196 2.250 -5.114 -0.3008 -0.5562 2.6040
O -1.395 1.654 -3.265 -0.1594 -0.5053 -0.5985
C -1.132 0.999 -1.994 0.2346 0.6887 -0.5826
C -1.961 1.827 -1.005 -0.1169 -0.1479 -0.0230
S -3.494 2.439 -1.794 -0.2730 0.2285 -0.0703
C -4.611 2.579 -0.379 0.2606 -0.7224 0.6080
C -5.077 1.243 0.193 -0.2053 0.3687 0.0477
C -1.459 -0.508 -2.120 -0.4812 -0.1536 -0.5877
Cl -3.181 -0.809 -1.746 0.0900 -0.1601 -0.1169
C -1.020 -1.069 -3.514 0.1420 -0.6821 0.4116
C 0.433 -1.579 -3.530 -0.4117 0.0079 -0.3758
Cl -2.027 -2.499 -4.014 -0.2843 0.1266 0.2482
H 0.720 -0.995 -0.142 -0.1726 -0.1293 -0.2199
H 0.272 -1.457 1.472 -0.1073 -0.0344 0.1857
H -0.389 0.032 0.838 -0.1745 0.0774 -0.1689
H 2.425 -0.632 1.665 0.5477 0.3373 0.1706
H 1.489 0.836 2.117 0.2488 0.0502 0.3191
H 1.420 2.876 -1.067 -0.0081 0.2736 0.0480
H 0.380 2.114 0.136 -0.1163 0.0445 0.1055
H 0.982 0.277 -1.967 -0.3799 -0.4176 0.0553
H -1.392 2.706 -0.729 0.1917 0.0752 0.0975
H -2.178 1.259 -0.105 -0.1147 -0.0709 0.1299
H -5.490 3.126 -0.690 0.0817 0.3609 -0.3429
H -4.137 3.136 0.421 0.1321 0.3269 -0.0277
H -5.781 0.778 -0.489 0.0988 -0.3429 -0.1433
H -5.610 1.425 1.124 -0.0897 0.1094 0.1392
H -4.250 0.582 0.418 0.1110 -0.2417 -0.0908
H -0.932 -1.072 -1.364 0.1635 0.0865 0.2121
H -1.185 -0.363 -4.310 -0.2249 0.2237 -0.0279
H 0.921 -1.200 -4.421 0.3248 0.1776 0.0213
H 0.436 -2.654 -3.627 0.1137 -0.1971 0.0949
H 0.990 -1.346 -2.635 0.1739 0.0813 0.0653
C 3.869 -1.116 4.579 -0.0701 -0.0364 -0.2067
O 3.954 -0.613 3.231 0.5504 -0.0900 0.3156
H 3.575 -2.159 4.514 -0.0154 0.0015 -0.0104
H 4.833 -1.038 5.089 -0.0251 -0.0162 0.0305
H 3.119 -0.566 5.137 -0.0217 -0.0188 0.1368
H 4.189 0.319 3.285 -0.3093 0.1331 -0.0339
C -1.610 -2.957 -8.062 0.0181 -0.0129 0.2893
O -0.752 -2.906 -6.924 0.0430 -0.1162 -0.1561
H -1.043 -2.612 -8.921 0.0144 0.0152 -0.0089
H -1.953 -3.977 -8.252 -0.0526 0.0302 -0.0618
H -2.474 -2.299 -7.923 -0.0365 -0.0314 -0.1262
H -1.254 -3.204 -6.157 0.1042 0.1562 -0.0404
C 7.268 -0.086 1.944 -0.1466 -0.0148 0.1534
O 6.880 0.060 3.304 0.0826 0.0914 -0.0242
H 8.294 0.263 1.856 0.0188 0.0111 0.0144
H 7.224 -1.133 1.631 0.0260 0.0126 -0.0619
H 6.636 0.514 1.283 0.0362 -0.0234 -0.0561
H 5.970 -0.249 3.375 0.0641 -0.2211 -0.0989
C 1.494 -4.975 4.368 0.2452 0.1247 0.1093
O 2.303 -4.177 5.220 -0.1955 0.1198 -0.0838
H 0.485 -4.570 4.399 -0.0257 0.0014 -0.0110
H 1.857 -4.933 3.336 -0.1018 -0.0809 -0.0512
H 1.476 -6.016 4.703 -0.0400 -0.0207 -0.0618
H 3.198 -4.532 5.175 0.2117 -0.2901 0.1061
C 5.593 -6.175 6.167 -0.0460 0.0906 -0.1618
O 4.780 -5.833 5.049 0.0435 0.0923 0.2235
H 4.937 -6.529 6.958 -0.0283 -0.0025 0.0010
H 6.296 -6.972 5.909 0.0101 -0.0060 0.0533
H 6.150 -5.308 6.531 0.0194 -0.0362 0.0511
H 5.352 -5.515 4.341 -0.1333 -0.0342 -0.3044
C -1.655 0.018 4.140 -0.3008 -0.0440 -0.3333
O -2.131 0.359 2.833 0.2270 0.0254 -0.0256
H -0.579 0.165 4.154 0.0238 0.0215 -0.0363
H -2.109 0.649 4.898 0.0350 0.0127 0.1093
H -1.871 -1.031 4.363 0.0785 0.0150 0.0959
H -3.081 0.230 2.820 -0.1104 -0.0055 -0.0126
C 0.137 5.771 -1.967 -0.3621 -0.1389 0.1337
O -0.096 5.827 -0.556 0.3210 0.0822 -0.2047
H 1.150 6.110 -2.174 0.0606 -0.0485 0.1281
H 0.023 4.745 -2.325 0.0829 0.0502 -0.1648
H -0.558 6.422 -2.501 0.0213 -0.0309 -0.0681
H -0.996 5.531 -0.405 -0.1010 0.0360 0.0785
C -0.921 0.538 8.309 0.0542 0.1574 -0.1198
O -0.919 1.011 6.963 -0.0172 -0.1061 0.2129
H -1.198 -0.512 8.283 -0.0013 -0.0204 -0.0298
H 0.070 0.629 8.760 -0.0114 -0.0496 0.0386
H -1.648 1.081 8.917 0.0012 -0.0448 0.0397
H -0.672 1.938 6.981 0.0137 0.0881 -0.0415
C 5.334 -5.640 1.101 -0.0626 0.1239 0.0892
O 5.389 -4.917 2.330 0.0849 -0.0724 0.0097
H 5.841 -6.588 1.257 0.0140 -0.0093 0.0340
H 4.300 -5.835 0.808 0.0170 -0.0378 -0.0330
H 5.840 -5.093 0.304 0.0028 -0.0417 -0.0259
H 4.942 -4.077 2.201 -0.0269 0.1091 0.0405
C 1.282 8.279 1.298 0.0245 -0.0944 -0.1934
O 1.993 8.278 0.068 0.0290 0.0824 0.0771
H 1.673 9.091 1.906 0.0211 0.0175 -0.0097
H 0.215 8.440 1.125 -0.0262 0.0028 0.1283
H 1.423 7.333 1.825 -0.0670 0.0394 0.1017
H 1.633 7.556 -0.451 -0.0539 -0.0849 -0.0415
C -0.956 0.258 -9.869 -0.2771 0.1172 -0.0401
O -2.088 -0.053 -10.677 0.1865 -0.1390 0.0171
H -0.262 -0.576 -9.940 0.0026 -0.0263 -0.0276
H -0.456 1.163 -10.224 0.0606 -0.0127 0.0602
H -1.250 0.388 -8.825 0.1356 0.0087 0.0324
H -2.703 0.680 -10.617 -0.0881 0.0580 -0.0103
C -2.020 -3.968 2.639 0.0590 -0.1361 -0.2235
O -1.097 -3.966 1.554 -0.0041 0.1522 0.1715
H -1.718 -3.186 3.330 0.0530 0.0233 -0.0152
H -3.037 -3.761 2.294 -0.0157 0.0120 0.0593
H -2.003 -4.928 3.162 -0.0555 0.0437 0.0746
H -1.360 -4.655 0.941 -0.0032 -0.0571 -0.0948
C 2.178 -4.495 -5.508 -0.1531 -0.0026 0.0953
O 1.801 -4.593 -4.132 0.0953 0.0121 -0.0957
H 3.159 -4.029 -5.541 0.0202 -0.0005 0.0379
H 2.241 -5.485 -5.967 0.0415 0.0194 -0.0384
H 1.470 -3.882 -6.070 0.0361 -0.0053 -0.0468
H 0.936 -5.008 -4.099 -0.0610 -0.0701 0.0335
C -5.293 -1.428 -6.105 0.1571 -0.1258 0.0785
O -5.020 -2.813 -5.911 -0.1195 0.0981 -0.1191
H -6.357 -1.330 -6.300 -0.0237 -0.0206 -0.0024
H -5.039 -0.848 -5.214 -0.0242 0.0501 -0.0279
H -4.739 -1.032 -6.962 -0.0434 0.0543 0.0029
H -4.080 -2.893 -5.738 0.0699 -0.0222 0.0990
C -5.645 5.189 2.556 -0.1717 -0.1075 -0.0806
O -6.167 4.285 1.586 0.0751 0.1118 0.1601
H -4.587 5.318 2.343 0.0158 -0.0135 -0.0223
H -6.138 6.162 2.495 0.0509 0.0297 0.0333
H -5.755 4.790 3.567 0.0464 0.0448 0.0232
H -7.102 4.167 1.769 -0.0886 -0.0299 -0.0355
C 4.483 1.607 7.264 -0.1806 0.0703 -0.0909
O 3.278 1.304 6.560 0.1499 0.0483 0.1012
H 5.062 0.690 7.327 -0.0094 -0.0326 -0.0144
H 5.071 2.360 6.734 0.0544 -0.0172 0.0334
H 4.269 1.960 8.276 0.0601 -0.0157 0.0198
H 2.762 2.110 6.500 -0.0735 0.0554 -0.0253
C -6.117 5.299 -4.168 0.1406 -0.1686 0.0580
O -5.941 3.938 -3.794 -0.0893 0.1426 -0.0137
H -7.186 5.484 -4.237 -0.0250 -0.0145 0.0036
H -5.690 5.974 -3.421 -0.0321 0.0568 -0.0315
H -5.661 5.504 -5.141 -0.0336 0.0633 -0.0022
H -4.996 3.773 -3.733 0.0814 -0.1230 0.0362

Entry 2:
179
Properties=species:S:1:pos:R:3:forces:R:3 method="wB97M-V/def2-TZVPD" homo_ev=-8.885 e_lumo_ha=0.01066 orbital_gap_ev=9.2
Ca -0.430 2.642 -0.647 1.0673 0.7430 0.0160
Ca -0.572 -0.289 2.138 -0.0433 -0.2219 1.1237
S -1.633 2.503 1.944 1.6744 0.6955 2.5152
O -2.174 1.220 2.242 -4.8987 -3.3665 1.5381
O -0.278 2.040 1.652 3.6656 1.3474 -0.5421
O -2.143 3.012 0.705 -2.2182 2.0648 -2.2217
O -1.722 3.426 3.060 -0.0346 0.2407 -0.1699
S 0.435 -0.092 -0.693 -1.3743 1.7283 0.7140
O 1.078 1.015 -1.373 1.8373 0.9690 -1.9239
O 0.453 -1.337 -1.370 0.0421 -0.9326 -0.7729
O 0.975 -0.149 0.645 2.2451 -1.2091 1.0822
O -0.959 0.410 -0.523 -1.6180 -1.0247 0.0878
C -4.980 4.908 0.354 -0.2605 0.3140 -0.1275
O -4.120 4.726 -0.759 -0.1507 0.2049 0.0361
H -4.452 5.367 1.190 0.0333 -0.1563 0.1601
H -5.781 5.592 0.076 -0.0068 0.0054 -0.1642
H -5.442 3.969 0.662 0.0699 -0.0407 0.1700
H -3.278 4.471 -0.376 0.4050 -0.3315 -0.0331
C -7.199 -1.425 -0.120 -0.1031 1.0336 -0.6947
O -6.138 -1.283 -1.039 -0.3364 -0.7964 -0.6284
H -6.867 -1.874 0.817 -0.2312 -0.0132 0.1460
H -7.620 -0.426 -0.005 -0.1320 0.1747 0.8768
H -8.040 -1.954 -0.568 0.4005 -0.5938 -0.0602
H -5.490 -0.686 -0.657 0.4609 -0.0052 0.3518
C 1.410 -4.385 -5.689 -0.6181 0.5825 -0.5215
O 1.554 -3.053 -5.202 0.7452 -0.5986 -0.7494
H 0.369 -4.661 -5.519 -0.0643 -0.4224 -0.3109
H 1.644 -4.385 -6.753 -0.3365 0.2586 -0.1423
H 2.049 -5.188 -5.322 0.3644 0.3166 0.8870
H 1.219 -3.055 -4.302 0.0985 -0.1118 0.8062
C -4.970 1.400 0.624 1.8580 2.1527 1.0878
O -4.304 0.204 0.393 -1.1256 -2.0769 -0.9641
H -4.992 1.615 1.692 -0.5566 -0.1348 0.2883
H -4.280 2.170 0.279 -0.4121 0.4826 -0.3258
H -5.947 1.583 0.176 0.0469 -0.9603 -0.2461
H -3.440 0.148 0.807 0.1628 0.7316 0.3188
C 1.977 -4.237 -1.841 -1.9043 0.8172 0.4410
O 0.978 -3.432 -2.506 0.7093 -1.8022 -1.1133
H 1.527 -4.472 -0.876 0.3366 -0.0621 0.5533
H 2.028 -5.213 -2.323 0.5850 0.3837 -0.4453
H 2.890 -3.661 -1.691 0.3111 -0.5484 -0.3115
H 0.773 -2.645 -1.996 0.2407 0.2296 0.3720
C -1.870 -3.273 0.316 0.0717 0.2779 0.7486
O -1.577 -1.988 0.867 0.0000 0.0176 -0.4284
H -2.934 -3.222 0.086 -0.0269 -0.8166 -0.1370
H -1.265 -3.449 -0.574 -0.0540 -0.0613 -0.0677
H -1.597 -3.973 1.106 -0.3781 -0.3025 -0.2369
H -1.657 -1.441 0.082 0.0927 0.9555 -0.3072
C 1.478 1.289 4.066 1.6876 1.0981 -0.2166
O 0.151 0.983 4.215 -1.6355 -0.7891 0.5195
H 1.629 2.162 3.430 -0.1467 -0.2648 -0.5036
H 1.914 1.616 5.009 0.3660 -0.5397 0.4025
H 1.976 0.422 3.631 0.2412 0.0890 0.1791
H -0.310 1.797 4.433 -0.5279 0.1907 -0.2710
C 2.034 3.187 -3.660 0.9366 0.2595 -1.3577
O 2.888 2.182 -3.165 -0.2772 -0.2812 0.3427
H 2.384 3.315 -4.684 -0.1553 0.5076 -0.2662
H 0.979 2.936 -3.767 0.0432 -0.0759 0.6202
H 2.211 4.131 -3.143 -0.4023 0.1307 0.2279
H 2.316 1.594 -2.667 0.0154 -0.4512 0.5842
C 8.663 -2.522 -2.196 -0.3849 -1.6037 -0.2389
O 7.483 -1.944 -1.718 -1.8667 1.6403 0.4227
P 6.277 -2.747 -1.002 0.2435 -1.1917 -1.4815
O 5.580 -3.775 -1.847 1.6155 1.4820 1.6898
O 6.960 -3.246 0.338 -0.2764 -0.9201 0.4560
C 7.952 -2.627 1.146 1.0238 0.7930 -0.3358
O 5.301 -1.622 -0.496 2.8216 -1.4302 1.4856
C 4.597 -0.920 -1.431 -2.0158 1.6678 -0.9223
H 9.033 -3.054 -1.320 0.9683 -0.3154 -0.5679
H 9.378 -1.843 -2.662 -0.3054 0.5399 0.6330
H 8.360 -3.193 -3.000 0.3674 -0.4989 0.0966
H 7.578 -2.102 2.025 -0.5688 0.0094 -0.3039
H 8.555 -1.949 0.541 -0.3358 0.4438 -0.0150
H 8.722 -3.301 1.523 -0.5643 -0.8409 -0.1766
H 3.600 -0.991 -0.998 -0.5675 0.5026 -0.9797
H 4.670 -1.293 -2.452 -0.2209 -0.3181 0.1188
H 4.925 0.119 -1.450 -0.0237 0.0813 0.0529
C 3.757 1.423 0.958 0.0069 0.5162 -0.5598
O 3.423 2.575 1.740 -0.8677 1.6055 0.4134
P 2.695 3.915 1.180 -0.0895 -1.8807 0.4071
O 1.593 3.594 0.232 1.5666 0.9790 0.6082
O 2.146 4.571 2.547 0.5895 0.0431 -1.7260
C 2.946 4.695 3.700 1.0732 -0.7975 1.1834
O 3.932 4.827 0.644 -1.9972 -0.3159 2.7355
C 4.285 4.702 -0.702 -0.2678 0.1743 -0.8432
H 3.299 0.522 1.365 0.0966 0.1977 0.2537
H 4.847 1.412 0.969 -0.0398 -0.4936 -0.2413
H 3.348 1.549 -0.044 0.1546 -0.1424 -0.1429
H 2.520 5.393 4.421 -0.1363 0.2034 -0.5104
H 4.001 4.902 3.521 -0.1164 0.6853 -0.4929
H 3.040 3.742 4.221 -0.5111 -0.2797 -0.0486
H 3.338 4.620 -1.235 0.4551 -0.3738 -0.6536
H 4.955 3.846 -0.785 -0.0513 0.0985 -0.5779
H 4.754 5.646 -0.977 0.2693 -0.2538 -0.1448
C -3.705 -4.450 5.535 -1.0716 0.0957 -0.7522
O -2.805 -3.612 4.850 1.7045 2.5339 -0.6215
P -2.650 -1.961 4.945 -0.5030 -1.6266 -0.1647
O -1.796 -1.411 3.836 -1.8755 -1.1041 2.3994
O -4.207 -1.459 5.035 1.0386 -0.4306 -0.5152
C -5.195 -1.612 3.950 -0.1606 0.5450 -0.1055
O -2.058 -1.862 6.464 -1.1081 0.0378 -1.3024
C -1.711 -0.688 7.198 0.6572 1.3209 -0.5391
H -3.250 -5.083 6.297 0.1403 0.5809 0.2638
H -4.093 -5.125 4.773 -0.0407 -0.1502 -0.0060
H -4.553 -3.838 5.842 0.0107 -0.3076 0.7056
H -5.730 -2.561 3.940 0.7052 -0.4213 0.3230
H -4.814 -1.390 2.953 0.5418 -0.1497 0.1707
H -6.003 -0.895 4.097 0.4032 0.3301 0.4942
H -0.682 -0.766 7.549 -0.1044 -0.4678 0.1646
H -2.363 -0.424 8.030 -0.2783 -0.7509 -0.0802
H -1.679 0.205 6.573 -0.2063 -0.0844 -0.3813
C 3.709 -3.009 1.811 -0.0083 0.2897 -3.4073
O 3.356 -3.113 3.111 -2.9799 -0.8901 4.4995
P 1.797 -3.116 3.580 -1.8112 0.2892 -1.9278
O 0.930 -1.953 3.036 2.7850 -2.8311 1.9790
O 1.232 -4.559 3.044 1.6381 1.7444 -0.2474
C 0.062 -5.153 3.536 -0.3356 -1.2783 1.3935
O 1.838 -3.359 5.181 0.0124 -0.7883 -2.8269
C 1.370 -2.361 6.026 0.8927 2.1500 0.9630
H 3.059 -3.565 1.135 -0.4483 -0.0419 0.0287
H 4.668 -3.491 1.622 0.3051 0.6469 0.3888
H 3.606 -1.957 1.546 0.6819 -0.0509 -0.4991
H -0.198 -4.722 4.502 -0.6450 0.3756 -0.3457
H 0.263 -6.189 3.808 0.6408 -0.1728 -0.0561
H -0.757 -5.303 2.832 0.0491 1.1158 -0.2005
H 2.268 -1.817 6.319 0.0238 0.1089 0.6568
H 0.890 -2.766 6.917 -0.1564 -0.1572 -0.3663
H 0.803 -1.583 5.514 -0.6618 -0.3967 -0.0628
C -4.186 1.146 -2.909 0.6188 -1.2360 1.0820
O -3.017 0.926 -3.743 1.6856 1.8214 -0.4041
P -1.926 2.148 -3.928 -0.5925 -0.5968 -0.8829
O -1.276 2.704 -2.694 -1.2006 -0.9265 -1.7867
O -0.885 1.679 -5.081 -2.0343 1.2215 1.3062
C 0.014 0.633 -4.809 1.0666 -1.3747 0.0087
O -2.770 3.223 -4.738 1.1904 -0.9267 -0.5201
C -3.352 4.334 -4.105 -0.8297 -0.0200 1.0730
H -4.473 0.125 -2.658 -0.3754 0.1015 -0.1653
H -5.039 1.675 -3.334 0.4863 0.1693 -0.4995
H -3.877 1.559 -1.949 -0.0286 0.4291 -0.1171
H -0.348 -0.290 -5.261 -0.2306 -0.0736 0.3576
H 0.222 0.530 -3.743 -0.1857 -0.1931 0.0707
H 0.980 0.788 -5.289 -0.1136 0.5970 -0.0839
H -4.432 4.204 -4.173 -0.0605 0.3096 -0.2236
H -3.037 5.269 -4.568 0.1006 -0.1483 0.0712
H -3.133 4.267 -3.039 0.1479 0.6790 0.0232
C -0.664 6.409 1.528 -0.1845 -0.5505 1.9431
O -0.371 7.116 0.355 -0.4587 0.3589 -2.2521
P 0.075 6.347 -0.986 1.5229 1.4054 1.2825
O -0.602 5.043 -1.121 0.4206 0.9321 -0.7989
O 1.645 6.289 -0.667 -0.0622 -0.2778 -1.3882
C 2.343 7.504 -0.322 -0.6511 0.0628 1.1325
O 0.118 7.486 -2.179 -0.7139 -2.1001 1.5624
C -1.056 7.759 -2.939 -0.8973 0.2794 -0.6030
H -0.092 6.893 2.320 -0.2784 0.2711 0.1408
H -0.365 5.366 1.636 0.1719 -0.1564 -0.9235
H -1.729 6.424 1.757 0.0206 0.2404 -0.1096
H 3.368 7.534 -0.694 -0.3122 -0.3040 -0.3237
H 2.366 7.492 0.768 0.3122 0.1502 0.0786
H 1.776 8.395 -0.589 0.1909 -0.1036 -0.3763
H -1.475 8.718 -2.631 0.1269 0.0126 -0.0104
H -1.854 7.019 -2.877 0.1836 -0.2996 0.5692
H -0.831 7.781 -4.005 0.4828 0.2113 0.1286
C -1.616 -2.528 -4.170 0.3382 0.4886 -0.4956
O -2.229 -3.444 -3.274 -0.8862 -2.4959 0.2060
P -2.524 -4.974 -3.760 0.2973 0.9022 -0.9511
O -3.055 -5.032 -5.168 0.8160 -0.4377 2.6922
O -3.506 -5.563 -2.587 -0.0432 2.3449 -4.1608
C -3.040 -6.017 -1.407 1.3154 -1.7056 2.0528
O -1.062 -5.733 -3.513 -1.6303 0.6489 -0.5410
C -0.773 -6.902 -4.292 -0.5692 -0.3384 -1.0646
H -0.651 -2.282 -3.727 -0.1838 0.2104 -0.3077
H -2.252 -1.653 -4.299 -0.0367 0.0873 0.5209
H -1.513 -2.908 -5.186 0.2367 -0.4343 0.1294
H -3.001 -7.101 -1.512 0.0802 -0.2931 0.5509
H -3.705 -5.769 -0.580 -0.0621 0.1979 -0.1307
H -2.023 -5.691 -1.193 -0.0106 0.1708 0.1869
H -1.014 -7.812 -3.743 0.4214 0.0825 0.2371
H 0.219 -6.890 -4.742 0.4237 0.1748 1.0150
H -1.347 -6.961 -5.216 -0.6902 0.3494 0.1463